*1*
Density functional theory data (wB97M-V/def2-TZVPD) for one molecule with the formula C4H8ClN.

```
14
Properties=species:S:1:pos:R:3
C -1.65 -1.61 0.84
C -0.79 -0.36 0.74
C 0.03 -0.19 -0.27
C 0.85 1.09 -0.39
H -2.58 -1.42 1.36
H -1.01 -2.26 1.46
H -1.76 -2.09 -0.20
H 0.02 -0.93 -0.94
H 1.49 1.17 0.45
H 0.24 1.93 -0.22
H 2.20 0.59 -1.78
H 2.07 2.17 -1.61
N 1.52 1.32 -1.68
Cl -0.64 0.60 2.24
```

## Properties
**M**: 105.6 g/mol
**HOMO**: -9.0505 eV
**Gap between HOMO and LUMO**: 9.9 eV
**SMILES**: C/C(Cl)=C/CN

natural (NBO) atomic charge list, values in e, 8 entries: atom 1 (C): -0.6510, atom 2 (C): 0.0356, atom 3 (C): -0.2341, atom 4 (C): -0.2514, atom 5 (H): 0.2306, atom 6 (H): 0.2234, atom 7 (H): 0.2255, atom 8 (H): 0.2097

---

*2*
Density functional theory data (wB97M-V/def2-TZVPD) for one molecule with the formula C4H8ClN.

```
14
Properties=species:S:1:pos:R:3
C 0.53 -1.31 -0.07
C -0.09 0.76 1.29
C -0.23 0.87 -1.28
C 0.55 0.41 -0.03
N -0.65 -1.75 0.02
Cl -0.99 -3.37 0.13
H 1.41 -1.98 0.04
H -1.08 0.42 1.17
H -0.12 1.84 1.42
H 0.42 0.24 2.20
H -1.21 0.34 -1.40
H -0.52 1.83 -1.17
H 0.42 0.72 -2.19
H 1.55 0.99 -0.14
```

## Properties
**M**: 105.6 g/mol
**HOMO**: -9.7807 eV
**Gap between HOMO and LUMO**: 10.9 eV
**SMILES**: CC(C)/C=N/Cl

natural (NBO) atomic charge list, values in e, 8 entries: atom 1 (C): 0.1159, atom 2 (C): -0.6191, atom 3 (C): -0.6131, atom 4 (C): -0.2146, atom 5 (N): -0.4749, atom 6 (Cl): 0.1320, atom 7 (H): 0.1806, atom 8 (H): 0.2210

---

*3*
Density functional theory data (wB97M-V/def2-TZVPD) for a 2-piece molecular cluster, C4H8ClN overall.

```
14
Properties=species:S:1:pos:R:3
C -0.75 -0.64 -1.48
C -0.50 -1.38 -0.12
C -1.48 -0.41 -0.45
C 0.67 -1.16 0.80
N -0.75 2.40 0.33
Cl -2.80 0.36 0.28
H -0.93 2.08 -0.49
H -0.33 -0.64 -2.47
H -0.93 -2.39 -0.12
H 0.30 -1.20 1.82
H 1.11 -0.24 0.39
H 1.44 -2.04 0.63
H -0.33 3.28 0.35
H -1.72 2.53 0.61
```

## Properties
**M**: 105.6 g/mol
**HOMO**: -9.2890 eV
**Gap between HOMO and LUMO**: 10.2 eV
**SMILES**: C[C@@H]1C=C1Cl.N

natural (NBO) atomic charge list, values in e, 8 entries: atom 1 (C): -0.2120, atom 2 (C): -0.2198, atom 3 (C): -0.0331, atom 4 (C): -0.6260, atom 5 (N): -1.0447, atom 6 (Cl): 0.0384, atom 7 (H): 0.3386, atom 8 (H): 0.2416

---

Pick *1*: it beats the second-best structure by 0.0460 hartree.

---

*1*
Density functional theory data (wB97M-V/def2-TZVPD) for a 2-piece molecular cluster, C4H10NO2 overall.

```
17
Properties=species:S:1:pos:R:3
C -1.89 0.26 1.15
C -1.89 0.09 2.45
N -0.76 0.92 0.46
H -2.68 -0.11 0.50
H -2.69 -0.45 2.94
H -1.11 0.48 3.09
H -0.91 1.92 0.34
H 0.10 0.81 1.00
H -0.59 0.54 -0.48
O 2.92 0.47 -1.23
C 1.87 -0.05 -1.42
O 0.78 0.70 -1.88
C 1.50 -1.47 -1.18
H 1.18 1.46 -2.33
H 0.57 -1.58 -0.60
H 2.30 -2.00 -0.68
H 1.30 -1.96 -2.13
```

## Properties
**Charge**: +1
**M**: 104.1 g/mol
**HOMO**: -14.5777 eV
**Gap between HOMO and LUMO**: 11.0 eV

natural (NBO) atomic charge list, values in e, 8 entries: atom 1 (C): -0.0929, atom 2 (C): -0.3137, atom 3 (N): -0.7023, atom 4 (H): 0.2438, atom 5 (H): 0.2537, atom 6 (H): 0.2199, atom 7 (H): 0.4489, atom 8 (H): 0.4458

---

*2*
Density functional theory data (wB97M-V/def2-TZVPD) for an isolated ion of composition C4H10NO2 and charge +1.

```
17
Properties=species:S:1:pos:R:3
O 0.58 -2.29 -1.88
C 0.69 -1.88 -0.75
C 0.36 -0.44 -0.56
C -0.48 -0.13 0.73
C -0.09 0.79 1.88
O 0.11 2.17 1.70
N -0.20 0.21 -1.73
H 1.25 -2.35 -0.01
H 1.41 0.06 -0.38
H -0.88 -1.09 1.22
H -1.39 0.19 0.16
H 0.92 0.40 2.21
H -0.75 0.70 2.73
H -0.47 2.53 0.93
H 0.23 1.16 -2.02
H -0.05 -0.48 -2.63
H -1.24 0.46 -1.58
```

## Properties
**Charge**: +1
**M**: 104.1 g/mol
**HOMO**: -14.3071 eV
**Gap between HOMO and LUMO**: 10.1 eV
**SMILES**: [NH3+][C@H](C=O)CCO

natural (NBO) atomic charge list, values in e, 8 entries: atom 1 (O): -0.4902, atom 2 (C): 0.4286, atom 3 (C): -0.1869, atom 4 (C): -0.4255, atom 5 (C): -0.0753, atom 6 (O): -0.6914, atom 7 (N): -0.7276, atom 8 (H): 0.1798

---

Pick *1*: it beats the second-best structure by 0.0686 hartree.

---

*1*
Density functional theory data (wB97M-V/def2-TZVPD) for a 2-piece molecular cluster, C2H7N2O2 overall.

```
13
Properties=species:S:1:pos:R:3
N 0.99 0.32 1.08
C 1.27 0.72 -0.22
N 0.18 0.63 -1.05
O 2.37 1.17 -0.56
H 0.15 -0.27 1.15
H 1.83 0.07 1.58
H 0.38 0.69 -2.03
H -0.61 -0.01 -0.67
C -2.68 -1.49 0.41
O -1.43 -0.97 0.14
H -3.04 -1.24 1.41
H -3.44 -1.17 -0.33
H -2.69 -2.60 0.33
```

## Properties
**Charge**: -1
**M**: 91.1 g/mol
**HOMO**: -3.5913 eV
**Gap between HOMO and LUMO**: 8.0 eV

natural (NBO) atomic charge list, values in e, 8 entries: atom 1 (N): -0.8884, atom 2 (C): 0.7739, atom 3 (N): -0.8903, atom 4 (O): -0.7414, atom 5 (H): 0.4343, atom 6 (H): 0.3681, atom 7 (H): 0.3652, atom 8 (H): 0.4590

---

*2*
Density functional theory data (wB97M-V/def2-TZVPD) for a 2-piece molecular cluster, C2H7N2O2 overall.

```
13
Properties=species:S:1:pos:R:3
N 0.46 -0.22 -0.39
C 1.15 1.00 -0.65
N 1.52 1.77 0.60
H -0.50 -0.18 -0.08
H 0.49 -0.86 -1.17
H 0.50 1.75 -1.13
H 2.08 0.80 -1.17
H 2.02 1.09 1.17
H 0.61 1.79 1.08
O -1.12 -2.38 0.92
C -2.08 -1.73 0.45
O -2.63 -0.70 0.87
H -2.51 -2.15 -0.51
```

## Properties
**Charge**: -1
**M**: 91.1 g/mol
**HOMO**: -4.0903 eV
**Gap between HOMO and LUMO**: 8.2 eV

natural (NBO) atomic charge list, values in e, 8 entries: atom 1 (N): -0.8648, atom 2 (C): -0.0473, atom 3 (N): -0.8411, atom 4 (H): 0.4009, atom 5 (H): 0.3591, atom 6 (H): 0.1348, atom 7 (H): 0.1616, atom 8 (H): 0.3387

---

Pick *1*: it beats the second-best structure by 0.0140 hartree.

---

*1*
Density functional theory data (wB97M-V/def2-TZVPD) for C5H9IN3 as an isolated structure.

```
18
Properties=species:S:1:pos:R:3
C 0.83 1.76 -0.96
C -0.52 2.48 0.78
C -0.24 1.46 -0.15
C 0.48 -1.84 -0.12
C -1.27 -0.18 -0.53
N 1.28 2.98 -0.50
N 0.51 3.35 0.44
N -0.91 -1.39 0.25
I -3.35 0.36 -0.03
H 1.25 1.16 -1.70
H -1.34 2.62 1.46
H 0.44 -2.23 -1.15
H 1.11 -1.03 0.05
H 0.60 -2.71 0.49
H -1.10 -0.30 -1.60
H 0.74 4.20 0.81
H -1.67 -1.99 -0.14
H -0.85 -1.36 1.32
```

## Properties
**Charge**: +1
**M**: 238.1 g/mol
**HOMO**: -12.9033 eV
**Gap between HOMO and LUMO**: 9.0 eV

natural (NBO) atomic charge list, values in e, 8 entries: atom 1 (C): -0.1553, atom 2 (C): -0.1416, atom 3 (C): -0.0465, atom 4 (C): -0.4039, atom 5 (C): -0.2209, atom 6 (N): -0.1865, atom 7 (N): -0.2520, atom 8 (N): -0.5736

---

*2*
Density functional theory data (wB97M-V/def2-TZVPD) for an isolated ion of composition C5H9IN3 and charge +1.

```
18
Properties=species:S:1:pos:R:3
C -1.28 0.16 -0.12
C 0.27 -0.55 1.38
C -1.00 1.05 -1.13
C 0.51 -1.25 -0.94
C 0.08 2.07 -1.01
N -0.64 0.21 1.07
N 0.67 -1.55 0.30
N 0.94 -0.58 2.52
I -0.39 -2.63 -2.26
H -1.97 -0.61 -0.13
H -1.39 0.67 -2.12
H 1.19 -0.54 -1.33
H 0.88 1.99 -1.62
H 0.47 2.30 0.03
H -0.34 3.06 -1.26
H 0.08 -2.38 0.58
H 0.47 -0.03 3.24
H 1.43 -1.37 2.79
```

## Properties
**Charge**: +1
**M**: 238.1 g/mol
**HOMO**: -13.0343 eV
**Gap between HOMO and LUMO**: 8.0 eV
**SMILES**: C\C=C/N=C(N)\[NH+]=C\I

natural (NBO) atomic charge list, values in e, 8 entries: atom 1 (C): -0.0307, atom 2 (C): 0.6041, atom 3 (C): -0.0835, atom 4 (C): 0.0420, atom 5 (C): -0.6996, atom 6 (N): -0.4561, atom 7 (N): -0.6061, atom 8 (N): -0.7599

---

Pick *2*: it beats the second-best structure by 0.0226 hartree.